Molecular formula: C2H4NO2
Method: DFT, ωB97M-V/def2-TZVPD

Positions of all 9 atoms, in Å:
1 C 1.912 0.358 -0.018
2 C -1.364 0.459 -0.061
3 N -1.577 -0.779 0.050
4 O 0.799 0.018 0.141
5 O -1.550 1.571 -0.223
6 H 2.654 -0.328 0.493
7 H 2.345 1.297 -0.255
8 H -0.815 -1.406 0.330
9 H -2.405 -1.189 -0.456

ΔE to the lowest compared entry with this formula, charge and spin	110.2	kJ/mol
total charge	+1
DFT total energy	-283.51418	Ha
multiplicity	1
orbital gap	10.351	eV
HOMO energy	-15.41	eV
molar mass	74.1	g/mol